# 1
Below is a structure of composition C8H32NO12, with properties calculated with ωB97M-V/def2-TZVPD.

Structure (XYZ):
```
53
Properties=species:S:1:pos:R:3:lowdin_charge:R:1
O -12.7800 -8.7937 23.9485 0.00
C -14.0549 -8.5302 23.7894 -0.76
O -14.6847 -8.0644 24.7062 0.01
O -14.6862 -8.9000 22.7764 0.03
H -12.8186 -9.3293 23.1527 -0.05
C -15.4853 -11.7190 24.6927 -0.13
O -15.0391 -10.8615 25.7152 -0.16
C -13.6169 -10.8227 25.9921 -0.20
C -13.2994 -9.8419 27.0917 -0.19
N -13.6586 -8.4890 26.6883 -0.03
C -13.0890 -7.4645 27.5720 -0.22
C -13.3740 -6.0467 27.1023 -0.22
O -14.7817 -5.7855 26.8705 -0.16
C -15.0343 -4.4872 26.2201 -0.10
H -15.3768 -11.2875 23.6977 0.06
H -16.5311 -11.9510 24.8944 0.09
H -15.0202 -12.7001 24.5960 0.08
H -12.9915 -10.8405 25.0995 0.04
H -13.4091 -11.8286 26.3569 0.12
H -12.2395 -9.7745 27.3371 0.09
H -13.7452 -10.0407 28.0663 0.12
H -13.2838 -8.3213 25.7655 0.08
H -12.0290 -7.5321 27.8166 0.10
H -13.5870 -7.5483 28.5379 0.11
H -12.7117 -5.7599 26.2855 0.11
H -12.9382 -5.5490 27.9686 0.10
H -15.1241 -3.5610 26.7878 0.07
H -16.0522 -4.5108 25.8309 0.06
H -14.4864 -4.4137 25.2807 0.08
C -11.3588 -10.5215 24.4954 -0.20
O -10.5184 -11.6315 24.6046 -0.07
H -10.9254 -9.7099 23.9109 0.10
H -12.2537 -10.8352 23.9580 0.09
H -11.6286 -10.1619 25.4884 0.07
H -9.7102 -11.3020 25.0043 0.08
O -16.0885 -6.6569 24.7586 -0.06
H -16.8669 -6.1008 24.7273 0.04
H -15.5174 -6.3091 24.0738 0.05
O -15.4414 -7.3630 21.6197 -0.04
H -15.0526 -8.0210 22.1960 -0.23
H -14.9044 -7.3901 20.8278 0.02
O -12.8103 -6.2688 23.0060 -0.03
H -11.8683 -6.2038 23.1634 0.04
H -13.0881 -7.0260 23.5215 -0.01
O -13.7049 -10.7209 21.7963 0.02
H -14.0135 -9.9898 22.3314 -0.05
H -14.4546 -10.9494 21.2468 0.10
O -12.1049 -9.3331 22.1139 -0.01
H -12.7131 -9.9180 21.6620 -0.07
H -11.2565 -9.5077 21.7065 0.11
O -16.4936 -9.0607 24.1207 -0.05
H -17.2058 -9.0936 23.4821 0.04
H -15.7063 -8.9185 23.5952 -0.09
```

## Properties
2S+1: 1
Molar mass (g mol⁻¹): 334.3
E_HOMO (eV): -4.360
E_tot (eV): -34863.328
Net charge: -1



# 2
Below is a cluster of 25 separate species, C41H66BBrCl48F5N3O3 in total, with properties calculated with ωB97M-V/def2-TZVPD.

Structure (XYZ):
```
168
Properties=species:S:1:pos:R:3:lowdin_charge:R:1
C 3.2218 -4.8969 0.5742 -0.10
C 1.7871 -5.2875 -0.0932 -0.28
C 1.4455 -4.3524 -1.3782 -0.62
Br -0.4633 -4.4420 -1.9145 0.67
C 1.8874 -2.8693 -0.9800 -0.13
C 3.1612 -2.2367 -1.6198 0.09
C 3.6897 -0.8025 -1.2513 0.03
C 5.0066 -0.2391 -1.9277 -0.24
F 4.8594 1.0818 -2.4598 0.07
F 6.0809 -0.3179 -0.9734 0.05
C 5.5145 -1.1335 -3.1843 -0.32
F 4.4887 -1.2490 -4.1620 0.04
F 6.5434 -0.3654 -3.8233 0.07
F 6.0514 -2.3723 -2.8023 0.10
C 2.8985 0.0277 -0.1742 0.09
B 3.3251 1.4989 0.3604 -0.48
O 4.4685 1.5623 1.2687 0.07
N 2.6320 2.7803 0.0461 -0.08
C 2.6074 3.0687 -1.4279 -0.14
C 3.4546 3.9037 0.6459 -0.16
C 1.6370 -0.6497 0.3991 0.04
C 1.0816 -2.0623 0.0616 0.03
C -0.2247 -2.3949 0.9146 -0.32
O -0.7721 -3.4658 1.2279 0.07
N -0.6613 -1.0151 1.3051 -0.02
C -1.5565 -0.6908 0.1490 -0.15
C -2.7368 0.3309 0.4835 -0.19
N -3.2582 0.5689 1.6626 0.09
C 0.5547 -0.1726 1.4657 -0.27
O 0.5859 0.6900 2.3651 0.09
H 4.0718 -4.8913 -0.1929 0.08
H 3.4628 -5.7500 1.3139 0.04
H 3.1492 -3.9415 1.1931 0.08
H 1.0186 -5.1489 0.7404 0.08
H 1.8393 -6.3897 -0.3737 0.09
H 2.1277 -4.6902 -2.2349 0.06
H 3.7081 -2.9075 -2.3800 0.07
H 4.3299 0.7802 1.8540 0.11
H 2.1183 4.0949 -1.6370 0.11
H 2.0326 2.2652 -2.0284 -0.02
H 3.6896 3.1752 -1.8259 0.10
H 2.9930 4.9076 0.3349 0.05
H 3.4203 3.8801 1.7924 0.07
H 4.5315 3.9131 0.2604 0.10
H -0.8962 -0.2833 -0.6914 0.08
H -2.0271 -1.6697 -0.2291 0.13
H -3.2079 0.8778 -0.4138 0.07
H -2.7444 -0.0195 2.3419 0.03
C 4.5887 -4.5874 -5.4918 -1.07
Cl 4.3083 -5.2894 -3.8918 0.54
Cl 3.3049 -3.4489 -5.9230 0.53
H 5.5395 -4.0616 -5.4856 -0.08
H 4.6152 -5.3876 -6.2295 0.03
C 8.9875 2.3144 -0.1445 -1.04
Cl 8.5767 3.2575 1.2925 0.51
Cl 9.4078 3.3677 -1.5003 0.51
H 9.8388 1.6747 0.0835 0.01
H 8.1330 1.7047 -0.4235 0.01
C -1.1803 -7.5877 1.4869 -0.99
Cl -0.8878 -7.2796 -0.2290 0.51
Cl 0.3378 -7.8007 2.3686 0.49
H -1.7203 -6.7421 1.9105 0.03
H -1.7761 -8.4936 1.5869 0.03
C 0.6312 5.0542 3.6230 -1.03
Cl 0.9507 5.3679 1.9147 0.57
Cl 2.1355 4.8749 4.5361 0.50
H 0.0627 5.8856 4.0371 0.03
H 0.0538 4.1353 3.7060 -0.05
C 9.5647 -1.7974 -2.8824 -1.04
Cl 10.7114 -3.1149 -3.1540 0.51
Cl 10.3578 -0.3992 -2.1491 0.53
H 9.1359 -1.4996 -3.8376 0.00
H 8.7780 -2.1456 -2.2177 0.02
C 5.3432 -8.4911 2.3010 -1.03
Cl 3.5871 -8.3870 2.4779 0.49
Cl 5.7919 -8.9797 0.6622 0.50
H 5.7783 -7.5149 2.5106 0.03
H 5.7275 -9.2259 3.0080 -0.05
C -6.6002 1.6237 0.3396 -1.03
Cl -8.3602 1.7065 0.4856 0.49
Cl -6.1196 1.1567 -1.2979 0.54
H -6.1788 2.6006 0.5656 -0.04
H -6.2195 0.8865 1.0447 0.02
C -3.2890 0.3461 -4.0015 -1.07
Cl -1.8542 0.6157 -3.0051 0.55
Cl -3.0493 -1.0059 -5.1130 0.48
H -4.1343 0.1239 -3.3514 -0.05
H -3.4936 1.2481 -4.5782 -0.05
C -6.8749 3.4153 -4.7893 -1.02
Cl -5.6644 2.1476 -5.0143 0.56
Cl -6.2265 4.7568 -3.8373 0.54
H -7.1812 3.7884 -5.7639 -0.02
H -7.7341 2.9950 -4.2685 0.03
C 7.3773 -10.3665 5.6158 -1.02
Cl 5.6218 -10.2621 5.7931 0.52
Cl 7.8258 -10.8553 3.9771 0.52
H 7.8128 -9.3908 5.8253 0.03
H 7.7611 -11.1010 6.3218 0.03
C 8.0637 -4.5714 -7.3398 -1.01
Cl 7.7920 -5.2674 -5.7349 0.55
Cl 6.7892 -3.4202 -7.7545 0.54
H 9.0243 -4.0543 -7.3598 -0.06
H 8.0701 -5.3779 -8.0717 0.03
C -1.2678 1.7740 5.1309 -1.00
Cl -2.0323 3.3198 4.7349 0.54
Cl -2.4766 0.5671 5.5804 0.48
H -0.7175 1.4178 4.2607 0.00
H -0.5836 1.9206 5.9661 0.01
C 12.8247 4.4231 -0.1928 -1.04
Cl 13.0210 4.6070 1.5544 0.50
Cl 14.0211 3.3032 -0.8564 0.49
H 11.8278 4.0368 -0.3978 -0.04
H 12.9489 5.3953 -0.6670 0.03
C -9.5675 1.2842 -7.2414 -1.01
Cl -9.2301 3.0146 -7.3780 0.53
Cl -8.0746 0.3437 -7.1320 0.50
H -10.1618 1.1096 -6.3459 0.03
H -10.1232 0.9635 -8.1210 0.03
C 1.9557 0.7598 -5.3937 -0.99
Cl 1.3159 1.5693 -3.9574 0.57
Cl 2.5298 1.9315 -6.5859 0.52
H 2.7857 0.1200 -5.0984 0.00
H 1.1662 0.1575 -5.8411 0.03
C -4.9923 -0.9936 8.5291 -1.00
Cl -6.7534 -0.9145 8.6635 0.54
Cl -4.4977 -1.4712 6.9024 0.49
H -4.5769 -0.0117 8.7513 0.02
H -4.6149 -1.7241 9.2428 0.03
C -8.5421 0.5611 5.8553 -1.03
Cl -10.3033 0.6457 5.9888 0.51
Cl -8.0504 0.0829 4.2269 0.51
H -8.1232 1.5415 6.0781 0.03
H -8.1678 -0.1707 6.5699 -0.04
C -12.5268 2.9099 7.7683 -1.05
Cl -11.8243 4.0782 8.8931 0.51
Cl -14.0577 3.4999 7.1075 0.51
H -11.8282 2.7436 6.9487 -0.05
H -12.7060 1.9743 8.2956 0.03
C -11.6463 4.6956 4.2611 -1.00
Cl -11.2796 6.4180 4.1029 0.53
Cl -10.1665 3.7345 4.3784 0.51
H -12.2411 4.5419 5.1602 -0.02
H -12.2091 4.3724 3.3868 0.04
C 9.7533 -0.5049 -6.8226 -0.98
Cl 11.2845 -0.1982 -5.9875 0.52
Cl 9.8899 -1.9353 -7.8568 0.56
H 8.9640 -0.6632 -6.0889 0.02
H 9.5114 0.3563 -7.4432 0.03
C -6.2999 -2.0681 -2.9301 -1.00
Cl -5.9767 -1.7309 -4.6348 0.50
Cl -4.7947 -2.2735 -2.0234 0.52
H -6.8582 -1.2353 -2.5048 -0.01
H -6.8859 -2.9826 -2.8539 0.03
C -6.9228 8.5100 -4.0947 -1.05
Cl -6.2323 9.6655 -2.9490 0.50
Cl -8.4579 9.0963 -4.7466 0.50
H -6.2224 8.3639 -4.9155 0.03
H -7.0941 7.5635 -3.5830 -0.01
C -7.9756 6.0940 2.0751 -1.02
Cl -7.0653 4.6232 1.7087 0.54
Cl -7.9202 7.2339 0.7251 0.51
H -9.0129 5.8278 2.2713 -0.02
H -7.5433 6.5669 2.9554 0.03
C -2.0836 4.3769 8.3050 -1.02
Cl -0.4227 4.5665 7.7301 0.50
Cl -2.5278 2.6699 8.4256 0.50
H -2.1717 4.8356 9.2886 0.03
H -2.7584 4.8690 7.6061 0.02
```

## Properties
2S+1: 1
Molar mass (g mol⁻¹): 2536.4
E_HOMO (eV): -9.528
E_tot (eV): -739578.781



# 3
Below is the molecule C6H10ClNO, with properties calculated with ωB97M-V/def2-TZVPD.

Structure (XYZ):
```
19
Properties=species:S:1:pos:R:3:lowdin_charge:R:1
C -0.1897 0.3167 -1.8671 -0.02
C 0.2058 -0.0176 -0.3549 -0.52
C 1.6857 -0.5661 -0.1679 -0.01
C -0.8032 -1.0675 0.0479 -0.11
N -1.1204 -0.7807 1.4691 0.10
C -0.7078 0.4401 1.8971 -0.41
O -0.9342 0.9940 2.9359 0.08
C -0.0674 1.2001 0.4950 -0.56
Cl 1.1401 2.4663 0.5870 0.67
H -0.2482 -0.5006 -2.5111 0.07
H 0.5697 1.0051 -2.1772 0.08
H -1.1321 0.7690 -1.6996 0.07
H 2.1999 -0.4852 -1.1119 0.07
H 1.6627 -1.5331 0.1762 0.03
H 2.1946 0.0975 0.6190 0.08
H -1.5539 -0.9660 -0.6901 0.10
H -0.2445 -2.0022 0.1633 0.12
H -1.8055 -1.1575 2.0243 0.11
H -0.8516 1.7876 0.1649 0.06
```

## Properties
2S+1: 1
Molar mass (g mol⁻¹): 147.6
E_HOMO (eV): -9.423
E_tot (eV): -22443.360
SMILES string: CC1(C)CNC(=O)[C@H]1Cl



# 4
Below is a structure of composition C16H28N2OS, with properties calculated with ωB97M-V/def2-TZVPD.

Structure (XYZ):
```
48
Properties=species:S:1:pos:R:3:lowdin_charge:R:1
C -3.6973 -0.2103 1.3002 0.02
H -3.7640 0.8407 1.0350 0.06
H -4.3164 -0.4616 1.9221 -0.05
H -2.6924 -0.3737 1.5898 0.03
C -3.8722 -1.1664 -0.2403 -0.25
C -5.3302 -0.8186 -0.6464 -0.08
H -5.5111 -1.4582 -1.4270 0.03
H -5.4013 0.3385 -1.0903 0.15
H -6.1130 -0.9561 -0.0821 0.00
C -2.7604 -0.6708 -1.1022 -0.26
C -1.4691 -0.9588 -0.7074 -0.40
N -0.8848 -0.2968 0.2397 -0.11
C 0.1894 -1.3413 1.0058 -0.08
C 1.4237 -1.5010 0.3388 -0.23
N 1.5924 -0.6609 -0.9100 -0.09
C 1.2666 0.6814 -0.2272 -0.12
H 1.6859 1.2345 -1.0912 0.12
C -0.2172 0.8063 -0.0266 -0.41
C -0.3755 2.0817 0.8406 -0.15
H 0.1095 1.9060 1.9128 0.16
H -1.5715 1.8792 1.1188 0.16
C -0.3617 3.4606 0.4699 -0.29
O -1.0486 3.7342 -0.7600 -0.12
H -2.0290 3.5376 -0.3974 0.15
H 0.7855 3.6375 -0.2715 0.21
H -0.3423 4.1490 1.0784 0.02
H -0.6448 0.9510 -1.0549 0.17
H 1.9342 1.1363 0.5301 0.12
C 2.7725 -0.8648 -1.3875 -0.27
C 4.1174 -0.5820 -0.6247 -0.59
C 4.8349 -1.3003 -0.0034 -0.33
C 5.8509 -0.8129 0.6203 -0.20
C 5.9604 0.5902 0.5527 -0.27
S 4.6609 0.9493 -0.5512 1.08
H 6.5849 1.2027 0.9337 -0.01
H 6.6161 -1.1139 1.4151 0.14
H 4.6587 -2.4628 -0.0908 0.18
H 2.8205 -0.1572 -2.1113 0.09
H 2.8635 -1.8252 -1.8213 0.13
H 1.1311 -2.4476 -0.0504 0.11
H 2.3585 -1.7272 1.1316 0.20
H 0.3405 -0.4606 2.1978 0.19
H -0.4319 -2.0814 1.5592 0.11
H -0.8293 -1.3122 -1.6000 0.16
H -1.6218 -2.1275 -0.4521 0.17
H -2.9108 -1.1115 -2.0767 0.14
H -2.6778 0.3506 -1.1623 0.10
H -3.6840 -2.2057 0.1741 0.14
```

## Properties
2S+1: 1
Molar mass (g mol⁻¹): 296.5
E_HOMO (eV): -8.413
E_tot (eV): -32892.621



Computed values of relative energy (zero: lowest compared OMol25 entry of this formula, charge and spin) (unit: kcal/mol) for the preceding records, in sequence: 255.3, 156.3, 17.3, 378.5.